# 1
This record from the OMol25 dataset describes a molecular structure, C5H10NO2 in a non-equilibrium geometry. The level of theory is ωB97M-V/def2-TZVPD.

highest occupied orbital energy (spin up / spin down): 3.571 / 0.547 eV
lowest unoccupied orbital energy (spin up / spin down): 7.12 / 6.95 eV
multiplicity: 2
total charge: -2

The geometry in XYZ format:
```
18
Properties=species:S:1:pos:R:3:forces:R:3
C 2.481 -0.466 -0.160 -0.263 0.932 0.127
H 1.003 -0.984 1.179 0.616 -0.401 -1.197
C -0.090 -0.309 -0.313 1.625 0.046 -0.745
H -0.277 -0.552 -1.389 0.018 -0.049 0.495
H 0.926 1.631 -0.891 0.099 -0.415 0.060
H -3.446 -0.821 0.274 0.670 0.732 -0.144
H -0.794 1.715 -0.496 0.023 -0.076 0.129
O 2.871 0.629 0.521 -0.267 -0.385 0.123
H -1.240 -1.277 1.387 -0.334 -0.248 -0.222
C -1.282 -0.631 0.521 0.699 0.707 -1.537
H 0.443 1.412 0.796 -0.035 0.258 -0.281
O -2.909 0.784 -0.931 0.842 -0.405 -0.540
H 2.361 -0.253 -1.257 0.337 -0.360 -0.109
C -2.598 -0.114 -0.047 -3.141 -1.417 0.760
H 3.223 -1.274 0.017 -0.184 -0.497 -0.448
H -1.940 0.401 0.900 0.187 0.334 1.481
N 1.120 -1.104 0.132 -0.719 0.864 1.860
C 0.147 1.214 -0.243 -0.173 0.383 0.188
```
Forces are in eV/Å.

=====

# 2
This record from the OMol25 dataset describes C4H9NO in the gas phase. The level of theory is ωB97M-V/def2-TZVPD.

highest occupied orbital energy: -9.709 eV
lowest unoccupied orbital energy: 0.91 eV
SMILES string: CC(C)NC=O

The geometry in XYZ format:
```
15
Properties=species:S:1:pos:R:3:forces:R:3
H 0.679 1.794 -1.732 -0.338 0.061 -0.004
C 0.074 -0.515 1.585 0.604 0.209 0.437
H -1.194 -0.626 -2.586 0.543 -0.200 0.529
H 1.446 0.050 0.238 -0.632 0.054 -0.108
H -1.018 -0.575 1.721 -0.039 -0.095 -0.055
O 0.860 -0.835 2.463 -0.535 0.122 -0.654
C -0.495 0.276 -0.705 -0.479 -0.188 -0.538
C -0.392 -0.795 -1.831 -0.486 0.130 0.425
H 0.575 -0.699 -2.340 -0.149 -0.129 0.107
H -0.460 2.437 -0.503 0.176 -0.246 -0.338
H -1.102 1.865 -2.052 0.325 -0.071 0.009
C -0.326 1.684 -1.298 -0.042 0.010 0.657
N 0.432 0.017 0.385 0.499 -0.178 0.176
H -1.507 0.229 -0.251 0.486 -0.099 -0.234
H -0.489 -1.813 -1.394 0.067 0.620 -0.410
```
Forces are in eV/Å.

=====

# 3
This record from the OMol25 dataset describes 13 unconnected molecules or ions with the total composition C25H73O15 in a non-equilibrium geometry. The level of theory is ωB97M-V/def2-TZVPD.

highest occupied orbital energy: -7.094 eV
lowest unoccupied orbital energy: 2.40 eV
total charge: -1

The geometry in XYZ format:
```
113
Properties=species:S:1:pos:R:3:forces:R:3
H 18.207 -0.762 -11.174 0.111 0.044 0.009
O 18.876 3.495 -10.395 -0.286 0.097 0.343
H 16.873 4.525 -10.154 -0.030 -0.015 -0.248
H 21.251 1.156 -14.407 -0.143 -0.122 0.396
O 14.791 1.017 -11.251 0.014 0.275 -0.152
C 23.427 1.121 -14.100 -0.958 0.087 0.694
C 22.210 4.931 -10.540 -0.067 0.039 -0.442
H 21.454 5.772 -8.752 0.486 -0.167 0.323
C 12.633 1.756 -10.646 -0.338 -0.646 1.009
H 18.147 5.679 -15.050 0.015 0.184 -0.147
O 16.516 5.411 -10.007 0.405 0.010 -0.593
C 16.296 0.865 -7.948 0.588 -0.336 -0.741
H 18.812 0.627 -12.952 -0.193 -0.002 0.044
H 16.625 -0.497 -13.139 -0.007 0.149 0.238
H 20.916 2.053 -12.455 -0.510 -0.066 0.256
H 23.068 5.042 -8.588 -0.021 -0.020 0.079
H 19.880 4.931 -7.734 0.009 0.221 -0.063
O 18.580 0.045 -13.702 -0.495 -0.335 -0.482
H 14.227 3.030 -11.239 0.218 0.005 -0.129
H 20.796 2.341 -7.885 -0.058 -0.343 -0.245
C 13.839 2.042 -11.494 -0.389 -0.253 0.141
H 12.200 0.772 -10.846 -0.100 0.116 -0.555
H 22.570 0.710 -10.653 0.089 0.019 -0.223
H 19.747 5.954 -10.786 0.156 -0.017 0.092
O 16.272 3.701 -13.919 0.176 0.183 -0.247
H 18.248 0.754 -7.054 0.207 0.198 -0.220
H 13.510 2.042 -12.538 0.285 0.123 -0.183
C 23.046 -1.035 -9.520 -0.211 -0.191 0.123
H 24.098 1.821 -13.602 0.421 -0.123 -0.370
C 20.105 6.947 -10.522 -1.704 2.058 0.422
O 20.841 -0.135 -9.922 0.234 -0.072 0.069
H 17.630 -0.792 -7.540 -0.032 -0.063 -0.104
O 21.616 3.681 -10.247 -0.365 -0.659 0.396
O 20.666 7.531 -11.705 0.513 -0.557 -0.298
C 22.142 -0.279 -10.480 -0.046 -0.060 0.187
H 14.370 3.532 -15.738 0.187 0.315 0.074
H 19.933 3.261 -6.076 -0.256 -0.221 0.035
O 17.223 2.425 -11.373 -0.451 0.149 0.264
C 22.046 1.791 -14.014 0.940 0.399 -0.566
C 17.687 0.257 -7.847 -0.265 -0.570 0.730
H 19.128 -2.005 -12.005 0.083 0.200 -0.467
H 22.054 -0.808 -11.433 0.208 0.018 -0.137
H 18.749 3.871 -13.628 -0.044 0.061 -0.049
H 19.944 3.985 -14.911 0.105 0.003 0.007
O 18.433 3.682 -7.037 -0.031 -0.445 -0.243
C 17.627 -0.917 -13.236 1.303 -0.246 -0.026
H 20.315 4.555 -13.260 0.191 0.033 -0.122
H 15.642 0.245 -8.566 -0.042 -0.016 -0.014
H 18.158 7.870 -10.906 -0.129 -0.304 0.088
H 20.793 6.955 -9.674 -0.230 -0.005 -0.748
H 19.157 8.818 -9.826 0.396 0.031 -0.120
C 18.790 4.921 -7.623 -0.248 0.390 0.485
C 19.544 4.494 -14.032 0.067 0.122 0.385
H 16.079 7.167 -8.198 -0.095 0.123 0.099
O 16.423 2.149 -8.546 -0.271 0.507 0.454
H 18.232 0.293 -8.790 -0.014 0.111 -0.012
H 22.434 1.667 -7.869 -0.025 -0.012 -0.066
C 21.527 1.805 -7.279 0.239 0.295 0.422
H 15.833 0.952 -6.965 0.043 0.307 -0.010
C 18.893 7.793 -10.107 0.057 -0.055 0.346
H 17.998 3.128 -7.703 -0.219 -0.159 -0.015
H 21.735 3.111 -11.019 0.233 -0.074 -0.140
H 19.253 6.959 -12.832 -0.083 0.088 -0.011
C 22.427 5.651 -9.227 0.516 -0.610 0.027
H 23.703 0.865 -15.121 0.160 0.246 -0.011
H 17.564 -1.746 -13.945 0.040 0.329 -0.470
H 22.914 6.618 -9.362 -0.128 0.083 -0.053
O 19.315 1.692 -11.635 0.194 0.177 0.278
H 21.017 8.406 -11.523 -0.125 0.040 0.191
H 19.840 3.409 -10.280 0.421 0.251 0.098
H 18.512 7.002 -7.012 0.011 -0.025 -0.110
H 20.350 0.459 -10.513 -0.143 0.007 0.069
H 14.967 7.377 -9.536 0.075 -0.094 -0.127
H 22.323 3.574 -6.348 -0.301 0.336 -0.173
H 22.642 -2.017 -9.267 -0.218 0.080 0.050
H 14.587 4.850 -9.497 -0.022 -0.074 0.010
H 16.816 3.416 -13.176 -0.172 0.048 0.348
H 17.255 5.907 -6.430 -0.036 -0.147 -0.241
H 18.837 5.904 -5.693 0.082 -0.156 -0.016
H 18.456 7.369 -9.201 -0.295 -0.127 -0.271
H 23.161 -0.458 -8.601 0.006 -0.084 0.050
C 15.285 2.978 -15.954 -0.351 -0.399 0.141
H 14.328 6.921 -7.987 0.046 -0.422 0.157
C 18.152 -1.523 -11.955 -0.835 -0.118 1.139
H 15.317 1.914 -14.039 -0.150 -0.265 -0.300
O 20.563 2.952 -5.405 0.634 -0.009 0.638
H 21.520 5.489 -11.183 0.737 -0.135 -0.046
H 15.832 4.750 -8.222 -0.382 -0.077 0.164
H 12.919 1.628 -9.598 0.182 0.478 0.054
H 22.067 2.691 -14.636 -0.048 -0.032 -0.190
C 21.783 2.664 -6.050 0.485 0.156 -0.834
C 15.963 2.537 -14.666 -0.125 0.117 -0.038
H 16.591 2.037 -9.492 -0.055 0.015 -0.189
H 21.151 0.835 -6.958 -0.166 -0.016 -0.260
H 18.336 5.066 -8.603 0.015 -0.105 0.085
C 15.475 5.335 -9.076 -0.253 0.181 0.648
H 24.037 -1.232 -9.931 0.007 0.268 -0.195
H 16.867 1.964 -14.892 0.054 -0.056 0.021
C 19.013 5.871 -14.413 -0.863 -0.975 -0.250
H 17.461 -2.280 -11.569 -0.084 -0.017 -0.061
H 11.860 2.522 -10.706 0.016 0.001 -0.133
H 23.416 0.207 -13.503 0.037 -0.052 -0.032
H 14.945 2.130 -16.554 0.255 -0.187 0.048
H 19.755 6.390 -15.026 0.085 0.421 0.275
C 18.445 2.484 -11.159 0.383 -0.580 -0.828
O 18.494 6.603 -13.317 0.623 0.131 -0.210
H 15.967 3.569 -16.564 -0.069 0.144 0.066
H 23.128 4.723 -11.098 0.162 0.367 0.123
C 15.174 6.764 -8.657 0.169 0.318 -0.238
H 22.534 2.196 -5.408 -0.613 -0.306 0.579
H 15.662 1.411 -11.402 0.237 -0.121 -0.119
C 18.320 5.988 -6.651 0.317 0.555 0.231
O 21.843 2.223 -12.675 -0.141 -0.366 -0.123
```
Forces are in eV/Å.

=====

# 4
This record from the OMol25 dataset describes a molecular structure, C5H6Si in a non-equilibrium geometry. The level of theory is ωB97M-V/def2-TZVPD.

highest occupied orbital energy: -8.354 eV
lowest unoccupied orbital energy: 0.89 eV

The geometry in XYZ format:
```
12
Properties=species:S:1:pos:R:3:forces:R:3
Si -0.434 0.386 -0.828 -1.419 0.812 1.474
H 3.062 -1.291 -0.062 1.833 0.064 -0.290
C 2.038 -1.313 0.049 -3.206 -0.355 0.325
H 0.579 -0.027 1.574 0.647 -1.098 -3.700
H 0.293 -2.848 0.282 0.561 0.103 0.009
C -1.956 1.035 0.107 3.478 -0.813 -1.262
C 0.926 -1.968 0.219 0.365 -0.166 -0.351
C -1.144 2.032 -0.168 0.469 -3.231 -2.441
H -2.566 0.859 0.894 -2.685 -0.313 1.875
H -1.119 3.048 -0.185 0.237 2.766 0.512
H -0.682 -0.571 -1.944 -0.036 0.697 -0.323
C 0.777 -0.497 0.270 -0.242 1.535 4.172
```
Forces are in eV/Å.

=====

# 5
This record from the OMol25 dataset describes 9 unconnected molecules or ions with the total composition H18O9. The level of theory is ωB97M-V/def2-TZVPD.

highest occupied orbital energy: -10.557 eV
lowest unoccupied orbital energy: -0.76 eV
SMILES string: O.O.O.O.O.O.O.O.O

The geometry in XYZ format:
```
27
Properties=species:S:1:pos:R:3:forces:R:3
H 6.669 5.954 1.839 0.071 0.184 0.070
H 2.311 5.770 3.998 0.075 -0.024 0.062
O 2.888 7.588 6.471 -0.181 -0.071 0.120
H 7.311 5.750 4.912 -0.039 -0.040 0.079
O 6.753 6.520 4.773 0.013 0.022 -0.029
H 2.739 3.956 5.692 0.162 -0.032 -0.100
H 5.348 3.025 2.058 0.035 -0.045 0.019
H 2.948 6.730 6.023 0.181 0.252 -0.032
H 2.281 2.870 6.669 0.001 -0.008 0.030
H 0.445 6.996 3.131 -0.028 0.027 0.067
H 5.224 5.634 1.465 -0.012 0.060 -0.059
H 4.915 7.857 2.508 0.023 0.179 -0.071
H 3.891 3.344 1.705 -0.053 -0.076 -0.060
H 3.769 7.741 6.820 0.036 0.020 -0.033
H 3.808 5.396 3.888 0.102 -0.104 0.123
O 3.105 5.566 4.522 -0.197 -0.096 -0.184
H 6.133 6.261 4.080 0.111 0.015 0.133
O -0.738 5.697 5.900 -0.030 -0.109 -0.015
O 5.759 6.085 2.126 -0.127 -0.354 -0.129
O 4.559 8.748 2.393 0.007 -0.028 -0.021
O 2.929 3.053 5.983 -0.112 -0.012 0.062
O 0.632 6.062 3.283 0.114 0.096 -0.222
H 0.443 5.625 2.446 -0.105 -0.072 0.042
H -0.758 6.646 6.050 0.076 0.015 0.075
H 3.680 8.630 2.026 -0.034 0.023 0.032
H -0.183 5.579 5.119 -0.095 0.073 0.026
O 4.441 2.744 2.215 0.009 0.106 0.014
```
Forces are in eV/Å.

=====

# 6
This record from the OMol25 dataset describes a gas-phase ion, C5H7O3 (charge +1) in a non-equilibrium geometry. The level of theory is ωB97M-V/def2-TZVPD.

highest occupied orbital energy: -16.206 eV
lowest unoccupied orbital energy: -7.18 eV
total charge: +1

The geometry in XYZ format:
```
15
Properties=species:S:1:pos:R:3:forces:R:3
H 0.381 -0.113 2.093 -0.837 -2.386 2.877
H -2.870 -2.132 -0.345 0.254 -1.595 -0.143
C -2.794 0.176 -0.001 0.775 -0.731 -0.102
O -3.913 0.557 0.052 0.610 -0.750 -0.113
O -0.959 -1.264 -0.078 -1.227 -3.433 0.795
H 1.375 -0.470 -1.167 -1.782 1.825 0.068
H -0.201 0.065 -2.112 0.991 -0.364 1.516
C 0.470 0.423 1.245 0.122 0.083 -1.037
H 0.555 1.320 -1.284 0.942 -0.280 0.582
H 0.242 1.397 1.595 -0.495 1.228 -0.331
H 1.533 0.383 1.054 0.079 0.003 -0.741
O -1.673 0.898 0.005 1.846 -1.021 0.485
C 0.436 0.238 -1.155 -0.761 -0.956 -2.813
C -0.406 0.012 0.081 -0.101 4.224 -1.499
C -2.200 -1.335 -0.147 -0.417 4.152 0.455
```
Forces are in eV/Å.

=====

M (computed, g mol⁻¹): 116.1; 87.1; 613.8; 94.2; 162.1; 115.1
Energy relative to the best compared isomer or geometry (same formula, charge and spin) (computed, kcal per mole): 126.7; 10.9; 0.0; 99.1; 58.3; 13.3